(1)
The following is a DFT calculation (ωB97M-V/def2-TZVPD) of a molecular structure, C40H45CrFN5O8SSi at a distorted geometry.

ORCA input file:
```
! RIJCOSX wB97M-V def2-TZVPD def2/J DEFGRID3
* xyz 0 2
Cr 1.0020 1.8513 -1.5416
C -4.9902 0.8280 3.3833
C -3.4911 0.7776 3.6310
N -2.7164 0.7040 2.3880
C -2.1442 1.8334 1.9116
C -1.3372 1.8977 0.8255
C -0.5957 3.1942 0.5804
O -1.0583 4.2151 1.0780
O 0.4923 3.0788 -0.0741
C -1.0933 0.7147 0.0904
O -0.4412 0.6643 -0.9748
C -1.6601 -0.5224 0.6174
C -1.2806 -1.7313 0.0372
C -1.7119 -2.8975 0.5909
F -1.2809 -4.0845 0.0986
C -2.5495 -2.9140 1.7103
C -2.9289 -1.7223 2.2826
C -2.4485 -0.5060 1.7719
N -2.9677 -4.1357 2.3230
C -3.2963 -5.2571 1.4650
C -4.1534 -6.2328 2.2463
N -3.3521 -6.6823 3.4492
C -2.9428 -5.5121 4.3149
C -2.1552 -4.5498 3.4521
H -5.5285 0.8813 4.3304
H -5.3353 -0.0519 2.8371
H -5.2473 1.7082 2.7935
H -3.2181 -0.0698 4.2581
H -3.1605 1.6700 4.1567
H -2.3370 2.7437 2.4679
H -0.5860 -1.7356 -0.7949
H -3.6025 -1.7550 3.1280
H -2.4036 -5.7803 1.0924
H -3.8534 -4.9137 0.5957
H -4.4125 -7.1205 1.6733
H -5.0517 -5.7542 2.6302
H -2.5022 -7.1388 3.1089
H -3.8659 -7.3743 3.9926
H -2.3706 -5.9005 5.1542
H -3.8646 -5.0525 4.6651
H -1.2193 -5.0341 3.1234
H -1.8753 -3.6851 4.0492
C 6.6367 1.0090 4.7327
C 5.5172 0.7004 3.7718
C 4.4902 1.6134 3.5499
C 3.4665 1.3357 2.6568
C 3.4647 0.1271 1.9756
C 4.4775 -0.7983 2.1807
C 5.4960 -0.5061 3.0766
S 2.1365 -0.2060 0.8450
O 0.9178 0.1692 1.5496
O 2.2408 -1.6236 0.5231
N 2.3740 0.7654 -0.3640
C 3.7471 0.7625 -0.8940
C 3.7972 1.6674 -2.1107
O 4.7872 1.6973 -2.8123
O 2.7250 2.3946 -2.2868
H 6.4410 1.9285 5.2839
H 7.5853 1.1304 4.2051
H 6.7671 0.2016 5.4553
H 4.4981 2.5612 4.0762
H 2.6747 2.0520 2.4710
H 4.4571 -1.7324 1.6346
H 6.2949 -1.2238 3.2329
H 4.1150 -0.2257 -1.1849
H 4.4667 1.1685 -0.1778
C 1.5649 5.3619 -1.4675
Si 0.3422 4.7615 -2.7343
C 1.0403 5.3175 -4.3823
C -1.2707 5.6330 -2.3680
N 0.0977 3.0088 -2.7945
C -0.2731 2.4323 -4.0040
C -1.0951 3.0322 -4.9725
C -1.3455 2.4322 -6.1964
C -0.7862 1.2009 -6.5101
C -0.0090 0.5574 -5.5561
C 0.1894 1.1563 -4.3322
O 0.9337 0.5228 -3.3133
C 0.7391 -0.8477 -3.1597
C -0.5047 -1.4347 -3.3427
C -0.6353 -2.8024 -3.1540
C 0.4568 -3.5697 -2.7600
C 1.6850 -2.9569 -2.5605
C 1.8336 -1.5927 -2.7734
H 1.9544 6.3239 -1.8174
H 2.4042 4.6736 -1.3584
H 1.0973 5.4935 -0.4915
H 1.3189 6.3746 -4.3263
H 0.3720 5.1881 -5.2338
H 1.9500 4.7379 -4.5734
H -1.0992 6.7155 -2.3517
H -1.6195 5.3364 -1.3738
H -2.0634 5.4268 -3.0918
H -1.5315 3.9964 -4.7502
H -1.9759 2.9399 -6.9168
H -0.9543 0.7402 -7.4749
H 0.4283 -0.4121 -5.7585
H -1.3512 -0.8264 -3.6318
H -1.6029 -3.2672 -3.3055
H 0.3478 -4.6365 -2.6073
H 2.5392 -3.5366 -2.2347
H 2.7841 -1.0978 -2.6303
*
```

## Properties
HOMO-LUMO gap (spin up / spin down): 4.3 / 4.5 eV
Lowest unoccupied orbital energy (spin up / spin down): -1.90 / -1.90 eV



(2)
The following is a DFT calculation (ωB97M-V/def2-TZVPD) of a molecular structure, C40H45F4N8PbSSi.

ORCA input file:
```
! RIJCOSX wB97M-V def2-TZVPD def2/J DEFGRID3
* xyz 1 1
Pb -0.3062 0.1973 0.8973
C 0.1369 -4.0626 -0.1881
C 1.1433 -2.9631 0.0507
C 1.6266 -2.1984 -1.0205
C 1.0635 -2.4460 -2.4010
C 2.6230 -1.2394 -0.7931
C 3.2407 -0.4494 -1.9257
C 3.1100 -1.0308 0.5035
C 4.1326 0.0535 0.7569
C 2.6606 -1.8260 1.5619
C 3.3343 -1.7486 2.9131
C 1.6306 -2.7477 1.3449
C 1.0474 -3.5279 2.4989
H -0.8855 -3.7130 -0.0239
H 0.3088 -4.9001 0.4863
H 0.1996 -4.4493 -1.2024
H -0.0154 -2.5966 -2.3621
H 1.5000 -3.3374 -2.8591
H 1.2435 -1.6148 -3.0765
H 2.8386 0.5674 -1.9821
H 3.0861 -0.9278 -2.8897
H 4.3178 -0.3584 -1.7883
H 3.9933 0.8966 0.0810
H 5.1574 -0.3036 0.6183
H 4.0595 0.4356 1.7742
H 2.8391 -1.0578 3.6004
H 4.3698 -1.4290 2.8167
H 3.3480 -2.7263 3.3915
H -0.0266 -3.6658 2.3696
H 1.2024 -3.0148 3.4463
H 1.4941 -4.5223 2.5882
N -0.2468 2.9663 0.7890
C -1.0475 3.5660 1.8660
C -2.3473 2.7968 2.0206
N -2.0652 1.4015 2.3815
H 0.7011 3.3256 0.7806
H -0.6448 3.1908 -0.1180
H -1.2637 4.6228 1.6910
H -0.4725 3.4930 2.7925
H -2.8856 2.7950 1.0702
H -2.9791 3.2966 2.7593
H -2.9004 0.8254 2.3564
H -1.6940 1.3598 3.3256
C -7.1424 -1.4450 0.9575
Si -5.6758 -2.3814 0.2724
C -6.1940 -3.3418 -1.2403
C -5.0293 -3.5337 1.5785
C -4.4765 -1.0251 -0.3275
C -4.9992 -0.1792 -1.2965
C -4.2924 0.9157 -1.7917
C -3.0430 1.1400 -1.2694
N -2.4983 0.3481 -0.3425
C -3.1700 -0.7264 0.1219
S -2.2943 -1.6976 1.2863
H -7.9301 -2.1375 1.2641
H -7.5737 -0.7657 0.2193
H -6.8611 -0.8546 1.8324
H -6.9515 -4.0819 -0.9710
H -5.3526 -3.8737 -1.6884
H -6.6284 -2.6948 -2.0050
H -5.8383 -4.2113 1.8663
H -4.6994 -2.9954 2.4667
H -4.1902 -4.1332 1.2247
H -5.9945 -0.3680 -1.6860
H -4.7049 1.5647 -2.5507
H -2.4384 1.9794 -1.5989
C 2.0067 0.5799 7.5969
C 1.5207 0.4963 6.1805
C 0.5535 -0.4226 5.7901
C 0.1283 -0.4513 4.4724
N 0.6112 0.3653 3.5344
C 1.5438 1.2457 3.9044
C 2.0203 1.3477 5.1963
H 1.6286 -0.2444 8.1977
H 1.6779 1.5143 8.0546
H 3.0961 0.5659 7.6330
H 0.1306 -1.1156 6.5059
H -0.6254 -1.1622 4.1472
H 1.9364 1.8870 3.1206
H 2.7814 2.0797 5.4353
F 1.7332 3.0759 -2.7947
C 2.1502 2.9357 -4.0525
C 3.1302 3.7280 -4.4998
F 3.6615 4.6146 -3.6765
C 3.6364 3.6574 -5.8665
C 2.9033 2.7345 -6.7254
C 1.9133 1.9526 -6.2752
F 1.3123 1.1230 -7.1121
C 1.4892 1.9434 -4.8838
C 0.5694 1.0683 -4.4017
C 0.2765 0.9341 -2.9995
N 0.1099 0.7230 -1.8841
C -0.1750 0.1383 -5.2045
N -0.8395 -0.6088 -5.7691
F 3.2492 2.6609 -7.9966
C 4.7058 4.3717 -6.2922
C 5.2386 4.2967 -7.6252
N 5.7307 4.2799 -8.6621
C 5.4504 5.2661 -5.4471
N 6.0941 5.9842 -4.8246
*
```

## Properties
HOMO-LUMO gap: 4.7 eV
Lowest unoccupied orbital energy: -5.47 eV



(3)
The following is a DFT calculation (ωB97M-V/def2-TZVPD) of 6 unconnected molecules or ions with the total composition C40H45IN4O3P at a distorted geometry.

ORCA input file:
```
! RIJCOSX wB97M-V def2-TZVPD def2/J DEFGRID3
* xyz 1 1
C 2.1897 3.3452 -4.0469
C 1.2487 2.8658 -3.4951
N 0.3281 2.5329 -2.5573
N -0.7112 3.3425 -2.2772
C -1.3680 2.7244 -1.2926
N -2.4526 3.2720 -0.7308
P -3.4496 2.6834 0.6176
O -2.6021 1.6343 1.5297
I -5.2631 1.3216 -0.3608
N -0.7867 1.5605 -0.9749
C 0.2707 1.4709 -1.7818
C 1.3281 0.4116 -1.8611
C 0.8445 -0.9470 -1.3182
C 1.9974 -1.8942 -0.9395
C 3.1571 -1.2193 -0.2309
O 3.1630 -0.9942 0.9370
O 4.2180 -0.9256 -1.0330
C 4.8121 0.3411 -0.7242
C 5.8370 0.6392 -1.8206
H 3.0890 3.6381 -4.5317
H -0.9478 4.2391 -2.6716
H -2.7291 4.1722 -1.0940
H -2.5263 0.7986 1.0380
H 2.1865 0.8312 -1.3264
H 1.5981 0.2887 -2.9134
H 0.2967 -1.4287 -2.1344
H 0.1172 -0.8225 -0.5156
H 1.5917 -2.6191 -0.2286
H 2.3650 -2.4866 -1.7799
H 5.2814 0.3757 0.2596
H 4.0838 1.1642 -0.7564
H 5.3325 0.6550 -2.7906
H 6.2335 1.6473 -1.6766
H 6.6307 -0.1066 -1.8111
C -10.4481 -0.0295 -1.7035
C -11.5313 0.7370 -1.2972
C -11.3236 1.9684 -0.6903
C -10.0320 2.4378 -0.4978
C -8.9488 1.6725 -0.9075
C -9.1560 0.4374 -1.5065
H -10.6107 -0.9909 -2.1736
H -12.5391 0.3741 -1.4530
H -12.1690 2.5626 -0.3681
H -9.8699 3.4000 -0.0284
H -7.9399 2.0386 -0.7584
H -8.3102 -0.1626 -1.8216
C -2.4943 -4.5952 2.6011
C -1.2978 -5.1990 2.2443
C -0.1650 -4.4245 2.0387
C -0.2267 -3.0468 2.1995
C -1.4222 -2.4419 2.5605
C -2.5575 -3.2174 2.7567
H -3.3798 -5.1979 2.7585
H -1.2478 -6.2737 2.1255
H 0.7680 -4.8951 1.7540
H 0.6619 -2.4443 2.0440
H -1.4694 -1.3656 2.6886
H -3.4903 -2.7516 3.0316
C 7.8726 0.5259 -6.2668
C 6.8191 1.2435 -5.7182
C 7.0610 2.4494 -5.0742
C 8.3555 2.9425 -4.9863
C 9.4083 2.2263 -5.5381
C 9.1677 1.0164 -6.1746
H 7.6847 -0.4159 -6.7664
H 5.8079 0.8614 -5.7926
H 6.2391 3.0067 -4.6401
H 8.5437 3.8851 -4.4880
H 10.4177 2.6112 -5.4713
H 9.9900 0.4559 -6.6002
C 5.6301 -0.8611 3.0939
C 6.8255 -0.8479 2.3861
C 8.0344 -0.7487 3.0619
C 8.0494 -0.6721 4.4474
C 6.8559 -0.6892 5.1564
C 5.6470 -0.7797 4.4802
H 4.6882 -0.9356 2.5663
H 6.8156 -0.9154 1.3045
H 8.9651 -0.7325 2.5088
H 8.9919 -0.5995 4.9750
H 6.8685 -0.6313 6.2375
H 4.7165 -0.7880 5.0338
C -7.2607 -1.9216 5.3254
C -6.0062 -1.4985 4.9092
C -5.8923 -0.5831 3.8714
C -7.0305 -0.0848 3.2574
C -8.2856 -0.5037 3.6762
C -8.4007 -1.4257 4.7072
H -7.3505 -2.6375 6.1324
H -5.1167 -1.8828 5.3938
H -4.9138 -0.2549 3.5417
H -6.9400 0.6324 2.4523
H -9.1744 -0.1117 3.1979
H -9.3791 -1.7569 5.0305
*
```

## Properties
HOMO-LUMO gap: 7.0 eV
Lowest unoccupied orbital energy: -3.63 eV



(4)
The following is a DFT calculation (ωB97M-V/def2-TZVPD) of a molecular structure, C40H45N14O5RbS3.

ORCA input file:
```
! RIJCOSX wB97M-V def2-TZVPD def2/J DEFGRID3
* xyz 0 1
Rb -0.1817 0.2535 -0.2193
O 2.7574 5.0726 5.5566
N 1.6133 4.7009 5.7330
O 1.0104 4.8309 6.7794
C 0.8927 4.0798 4.6057
C -0.4522 4.1802 4.6542
C -1.2608 3.6663 3.5995
C -2.6591 3.8303 3.5873
C -3.3686 3.3439 2.5248
C -2.6728 2.6669 1.5075
N -1.3731 2.4766 1.5131
C -0.6589 2.9954 2.5268
C 0.7911 2.8887 2.4849
N 1.3184 2.2691 1.4181
C 2.6238 2.1965 1.3035
C 3.5013 2.6930 2.2729
C 2.9838 3.3069 3.3857
C 1.5881 3.4444 3.5127
H -0.9178 4.6736 5.4954
H -3.1448 4.3466 4.4062
H -4.4403 3.4626 2.4506
H -3.2089 2.2725 0.6508
H 3.0018 1.7226 0.3987
H 4.5711 2.6012 2.1388
H 3.6385 3.7004 4.1440
N -4.4819 2.1383 -7.8657
C -3.8802 2.1220 -6.6045
C -3.2266 0.9721 -6.1484
C -2.6745 0.9397 -4.8830
C -2.7721 2.0454 -4.0473
C -3.4060 3.1905 -4.4923
C -3.9619 3.2281 -5.7614
S -2.0612 1.9806 -2.4223
O -2.7433 0.8634 -1.7400
O -2.2811 3.2715 -1.8152
N -0.5787 1.5184 -2.5363
C 0.4236 2.3389 -2.9260
N 1.6560 1.9230 -2.5401
C 2.6682 2.7134 -2.8598
C 2.5137 3.9006 -3.5632
C 1.2180 4.2101 -3.9419
N 0.1732 3.4499 -3.6445
H -4.0735 1.4973 -8.5281
H -4.5854 3.0582 -8.2650
H -3.1456 0.1066 -6.7966
H -2.1466 0.0545 -4.5429
H -3.4501 4.0528 -3.8395
H -4.4599 4.1280 -6.1044
H 3.6556 2.3814 -2.5476
H 3.3530 4.5339 -3.8099
H 1.0077 5.1076 -4.5162
N -3.4750 -0.6700 1.0671
C -2.7021 -1.5440 1.7782
N -1.4104 -1.4557 1.8450
C -0.8956 -2.4524 2.6395
C -1.8059 -3.2904 3.2022
S -3.3953 -2.8329 2.7065
C 0.5601 -2.5520 2.8013
C 1.1956 -3.5580 3.4570
S 2.8995 -3.3047 3.4120
C 2.6229 -1.8475 2.5235
N 1.3814 -1.5821 2.2621
N 3.6675 -1.0680 2.0641
H -3.0158 -0.2005 0.2951
H -4.4008 -0.9782 0.8189
H -1.6440 -4.1226 3.8656
H 0.7657 -4.4173 3.9431
H 4.4992 -1.0772 2.6342
H 3.3629 -0.1294 1.8458
O -1.6254 -2.2819 -1.1242
C -2.5069 -2.6540 -1.8933
C -2.8170 -4.1191 -2.1256
C -4.1450 -4.5467 -1.4622
C -5.1743 -3.4258 -1.3177
C -5.5760 -2.7117 -2.6069
C -4.3872 -2.1506 -3.4091
N -3.2570 -1.7704 -2.5839
H -1.9854 -4.6915 -1.7207
H -2.8542 -4.3056 -3.2003
H -3.9275 -4.9274 -0.4624
H -4.5725 -5.3805 -2.0246
H -4.7725 -2.6858 -0.6193
H -6.0713 -3.8277 -0.8409
H -6.2550 -1.8959 -2.3463
H -6.1439 -3.3886 -3.2519
H -4.6953 -1.2658 -3.9652
H -4.0610 -2.8776 -4.1556
H -3.0909 -0.7881 -2.3577
C 1.1192 -1.6320 -2.9645
C 1.7893 -2.7242 -3.8377
N 2.8613 -3.3869 -3.0895
C 3.8411 -2.3790 -2.6782
C 3.1642 -1.3065 -1.7831
N 1.7378 -1.6083 -1.6329
C 1.5996 -2.9318 -1.0081
C 2.2865 -4.0053 -1.8923
H 0.0511 -1.8133 -2.8302
H 1.2277 -0.6344 -3.3944
H 2.2211 -2.3007 -4.7475
H 1.0711 -3.4896 -4.1428
H 4.2670 -1.9346 -3.5808
H 4.6512 -2.8879 -2.1501
H 3.2466 -0.3065 -2.2148
H 3.6109 -1.2832 -0.7852
H 0.5357 -3.1300 -0.8746
H 2.0552 -2.8821 -0.0166
H 1.5755 -4.7694 -2.2164
H 3.0906 -4.5141 -1.3550
*
```

## Properties
HOMO-LUMO gap: 6.4 eV
Lowest unoccupied orbital energy: -0.86 eV



For each record above, in turn, the calculated DFT total energy values are -4259.0240 -3269.0800 -2634.7144 -3912.7526 Eh.